{"formula": "C3H5NO2", "method": "ωB97M-V/def2-TZVPD", "symbols": ["C", "N", "C", "O", "C", "O", "H", "H", "H", "H", "H"], "positions_angstrom": [[0.4486, 1.4139, 0.4260], [0.2343, -0.0975, 0.7544], [-0.3253, -1.2091, 0.2293], [-0.9291, -2.1394, 0.7097], [-0.4318, -1.1475, -1.2836], [-0.7746, -1.9474, -2.1064], [1.3374, 1.5234, -0.4044], [0.6164, 1.7791, 1.6315], [-0.3847, 2.0515, -0.0112], [0.1765, -0.0367, 1.6128], [0.0324, -0.1903, -1.5581]], "nbo_charge": [-0.439, -0.595, 0.552, -0.536, 0.365, -0.445, 0.228, 0.225, 0.218, 0.363, 0.065], "fmax_ha_per_bohr": 0.2083, "energy_ha": -322.43516, "relative_energy_kj_mol": 365.4, "homo_ev": -9.56, "lumo_energy_ha": -0.00183}

{"formula": "C6H11N2", "method": "ωB97M-V/def2-TZVPD", "symbols": ["C", "C", "C", "C", "C", "N", "C", "N", "H", "H", "H", "H", "H", "H", "H", "H", "H", "H", "H"], "positions_angstrom": [[-2.4709, -0.2001, 0.0374], [-1.6285, 1.0384, 0.1087], [-0.2871, 0.8931, -0.6416], [0.4375, -0.3421, -0.1745], [0.1192, -0.9939, 0.9096], [2.9994, 0.4710, 0.7532], [2.8938, -0.2710, -0.2583], [1.6463, -0.7340, -0.8989], [-3.3992, -0.0059, 0.5670], [-2.0474, -1.0835, 0.5514], [-2.7794, -0.5240, -0.9537], [-2.0664, 1.9975, -0.1838], [-1.3343, 1.1486, 1.1714], [-0.5799, 0.9016, -1.6901], [0.3707, 1.7635, -0.4567], [0.3908, -1.9680, 1.3368], [2.2281, 0.3101, 1.4055], [3.7731, -0.6477, -0.7969], [1.7343, -1.7536, -0.7866]], "nbo_charge": [-0.594, -0.406, -0.453, 0.088, 0.243, -0.570, 0.259, -0.496, 0.261, 0.197, 0.237, 0.256, 0.204, 0.265, 0.275, 0.263, 0.350, 0.221, 0.400], "total_charge": 1, "fmax_ha_per_bohr": 0.0666, "energy_ha": -344.26208, "relative_energy_kj_mol": 664.4, "homo_ev": -14.64, "lumo_energy_ha": -0.30174}

{"formula": "C18H29BClF5IKN5NaO7PSV", "method": "ωB97M-V/def2-TZVPD", "symbols": ["C", "C", "I", "C", "C", "C", "N", "P", "S", "C", "C", "C", "N", "C", "O", "N", "O", "H", "H", "H", "H", "H", "H", "H", "H", "H", "H", "H", "H", "H", "C", "C", "C", "O", "H", "H", "H", "H", "H", "H", "H", "H", "Cl", "C", "N", "O", "O", "H", "H", "H", "O", "V", "O", "B", "F", "F", "F", "F", "Na", "N", "C", "C", "C", "C", "C", "H", "H", "H", "H", "H", "K", "F"], "positions_angstrom": [[-1.0102, -0.7348, -2.5649], [0.5322, -0.6241, -2.6271], [1.2971, -1.9473, -4.1483], [0.8767, 0.8809, -2.8934], [2.1008, 1.4141, -2.0721], [3.2060, 0.4084, -2.2892], [3.9091, -0.4358, -2.1689], [2.6928, 2.9665, -2.9835], [4.5335, 3.4530, -2.6057], [1.8094, 1.6882, -0.5391], [0.3594, 1.4209, -0.0834], [2.0233, 3.1666, -0.2597], [2.1236, 4.2468, -0.0199], [2.8179, 0.9532, 0.4197], [2.5355, -0.4266, 0.5671], [1.8925, -0.6626, 1.7924], [1.3865, -1.7072, 1.7598], [-1.3153, -0.0949, -1.7206], [-1.3522, -1.7609, -2.3772], [-1.4907, -0.2976, -3.4532], [0.9245, -0.9169, -1.6393], [1.1726, 0.9475, -3.9565], [0.0106, 1.5532, -2.7883], [1.7477, 4.0131, -2.8225], [2.6046, 2.5906, -4.3552], [0.0906, 0.3220, 0.0220], [-0.3771, 1.8931, -0.7366], [0.2180, 1.8790, 0.9156], [3.8562, 1.1625, 0.1264], [2.6887, 1.4486, 1.4049], [2.0266, -5.4682, -2.0628], [1.1725, -6.4679, -2.8244], [2.0291, -7.4715, -3.5836], [0.3314, -5.7714, -3.7449], [2.6612, -4.8923, -2.7492], [1.3989, -4.7505, -1.5354], [2.6904, -5.9867, -1.3110], [0.5191, -6.9954, -2.1283], [2.6593, -6.9637, -4.3202], [1.3990, -8.1753, -4.1339], [2.6706, -8.0321, -2.9041], [0.8995, -5.2996, -4.3647], [3.0370, -7.4990, -0.2101], [-3.7602, 0.6317, 1.2426], [-3.0167, 1.0872, 0.0271], [-3.2412, 0.4989, -1.0183], [-2.2303, 2.0084, 0.1763], [-4.4121, -0.1930, 0.9663], [-3.0221, 0.3129, 1.9836], [-4.3376, 1.4742, 1.6109], [-1.4029, 6.5662, 0.7397], [-1.0042, 5.3782, -0.3892], [-0.6764, 4.1511, -1.5238], [1.8529, 3.1651, 3.7137], [1.4958, 4.5204, 3.5888], [3.1105, 2.9394, 3.1054], [1.9003, 2.8006, 5.0673], [0.8816, 2.3680, 3.0443], [-1.6498, -0.4485, 0.8886], [-3.2713, 2.5288, 4.0878], [-4.0395, 3.5487, 3.6970], [-5.1448, 3.9981, 4.4012], [-5.4780, 3.3507, 5.5793], [-4.6975, 2.2891, 6.0044], [-3.6103, 1.9211, 5.2270], [-3.7413, 4.0245, 2.7675], [-5.7281, 4.8328, 4.0366], [-6.3348, 3.6703, 6.1593], [-4.9248, 1.7583, 6.9188], [-2.9677, 1.0988, 5.5227], [3.8921, -10.1219, 0.0595], [0.1999, -3.1859, 0.2848]], "mulliken_charge": [-1.018, -0.412, 0.111, -1.976, 2.012, -0.614, -0.464, 0.072, -0.308, 3.427, -2.144, -1.326, -0.547, -1.704, -0.118, 0.175, -0.271, 0.051, 0.482, 0.407, 0.457, 0.965, 0.359, 0.085, 0.156, -0.797, 0.882, 1.284, 0.600, 0.482, -0.524, 0.351, -1.056, -0.529, 0.188, 0.261, -0.075, 0.243, 0.301, 0.333, 0.205, 0.306, -0.693, -0.695, 0.508, -0.445, -0.281, 0.288, 0.403, 0.290, -0.706, 1.710, -0.798, 0.542, -0.397, -0.427, -0.372, -0.393, 0.864, -0.185, -0.166, -0.619, -0.174, -0.512, -0.209, 0.378, 0.382, 0.368, 0.377, 0.374, 0.904, -0.628], "fmax_ha_per_bohr": 0.1426, "energy_ha": -5231.18243, "homo_ev": -7.90, "lumo_energy_ha": -0.23868}

{"formula": "C23H22N4O3S", "method": "ωB97M-V/def2-TZVPD", "symbols": ["C", "C", "N", "N", "C", "C", "C", "C", "C", "C", "C", "C", "C", "C", "C", "O", "O", "C", "C", "O", "N", "C", "C", "C", "C", "C", "C", "S", "C", "C", "N", "H", "H", "H", "H", "H", "H", "H", "H", "H", "H", "H", "H", "H", "H", "H", "H", "H", "H", "H", "H", "H", "H"], "positions_angstrom": [[3.3693, 2.0569, -2.1188], [3.0414, 1.2545, -0.9188], [3.5450, 0.0591, -0.7116], [3.0489, -0.3751, 0.4531], [3.3711, -1.6991, 0.9167], [2.2322, -2.6594, 0.6647], [1.7186, -3.4498, 1.6837], [0.6791, -4.3302, 1.4290], [0.1417, -4.4217, 0.1560], [0.6455, -3.6276, -0.8619], [1.6856, -2.7513, -0.6100], [2.2073, 0.5075, 1.0157], [1.5694, 0.2474, 2.3295], [2.1697, 1.6053, 0.1531], [1.3920, 2.8248, 0.2071], [1.4679, 3.7427, -0.5708], [0.4878, 2.8208, 1.2389], [-0.4483, 3.8809, 1.2621], [-1.7716, 3.5291, 0.5708], [-2.6883, 4.3157, 0.5338], [-1.7723, 2.2772, 0.0490], [-2.7200, 1.6432, -0.7437], [-3.9210, 2.2388, -1.1191], [-4.8128, 1.5539, -1.9230], [-4.5278, 0.2736, -2.3697], [-3.3381, -0.3303, -2.0042], [-2.4477, 0.3433, -1.1876], [-0.9294, -0.4703, -0.6881], [-1.5995, -1.4262, 0.7438], [-2.4757, -2.4586, 0.2768], [-3.1733, -3.2646, -0.1362], [2.4582, 2.3099, -2.6579], [3.8406, 2.9925, -1.8240], [4.0379, 1.4935, -2.7631], [3.6210, -1.6676, 1.9811], [4.2526, -2.0135, 0.3510], [2.1376, -3.3851, 2.6786], [0.2877, -4.9437, 2.2271], [-0.6715, -5.1032, -0.0404], [0.2256, -3.6921, -1.8540], [2.0808, -2.1303, -1.4001], [1.0662, -0.7186, 2.3254], [0.8543, 1.0294, 2.5586], [2.3265, 0.2284, 3.1149], [-0.6455, 4.1290, 2.3076], [-0.0324, 4.7600, 0.7550], [-0.9288, 1.7245, 0.1918], [-4.1356, 3.2371, -0.7755], [-5.7394, 2.0295, -2.2062], [-5.2248, -0.2552, -3.0005], [-3.0990, -1.3272, -2.3408], [-2.1242, -0.7404, 1.4109], [-0.7346, -1.8669, 1.2402]], "nbo_charge": [-0.642, 0.214, -0.288, -0.162, -0.237, -0.067, -0.220, -0.218, -0.214, -0.219, -0.158, 0.260, -0.671, -0.321, 0.793, -0.588, -0.539, -0.179, 0.663, -0.598, -0.651, 0.234, -0.258, -0.174, -0.233, -0.175, -0.261, 0.250, -0.637, 0.281, -0.318, 0.234, 0.235, 0.228, 0.213, 0.248, 0.212, 0.220, 0.230, 0.225, 0.224, 0.225, 0.257, 0.231, 0.219, 0.244, 0.426, 0.256, 0.218, 0.220, 0.233, 0.263, 0.273], "fmax_ha_per_bohr": 0.0205, "energy_ha": -1732.63298, "relative_energy_kj_mol": 53.4, "homo_ev": -8.82, "lumo_energy_ha": 0.01609}